No. 1
Here is a structure of composition C12H9ClCuNO6 in a non-equilibrium geometry from OMol25. Energies are from the ωB97M-V functional and the def2-TZVPD basis.

Values from the calculation:
E_tot ... -83529.966 eV
Energy relative to the best compared isomer or geometry (same formula, charge and spin) ... 0.079 eV
Net charge ... -2
M ... 362.20 g/mol
HOMO energy ... -0.48 eV
HOMO-LUMO gap ... 5.07 eV

Each line ends with the Löwdin charge.
Element x y z (Å)
Cu -1.150 -1.157 -0.664  0.356
Cl 4.672 -1.189 3.333  0.517
O -3.919 0.701 -1.380  -0.086
O -3.131 -1.420 -1.099  -0.128
O 0.745 -2.069 -0.952  -0.056
O -0.909 1.344 1.376  -0.007
O -1.121 -2.280 1.084  -0.014
O -0.610 1.146 -3.176  -0.006
N -0.717 0.855 -0.878  0.110
C -0.806 1.565 -2.040  -0.522
C 1.186 -1.760 1.360  -0.131
C -1.208 3.018 -1.770  -0.117
C -4.021 -0.536 -1.293  -0.589
C 2.138 -1.512 2.352  -0.101
C -0.223 -1.786 1.745  -0.232
C 2.989 -1.772 -0.284  -0.023
C 3.474 -1.450 2.050  -0.689
C -0.936 1.670 0.189  -0.516
C 3.904 -1.580 0.717  -0.152
C 1.572 -1.899 -0.026  -0.392
C -1.217 3.108 -0.251  -0.114
H -0.441 3.759 0.161  0.100
H -2.174 3.410 0.175  0.104
H 1.806 -1.377 3.378  0.102
H -0.502 3.687 -2.266  0.096
H -5.016 -0.968 -1.524  0.086
H -2.193 3.162 -2.216  0.105
H 3.307 -1.835 -1.320  0.099
H -0.462 -1.332 2.726  0.118
H 4.962 -1.503 0.490  0.084

***

No. 2
Here is a structure of composition C12H9ClF3N2O6S2 in a non-equilibrium geometry from OMol25. Energies are from the ωB97M-V functional and the def2-TZVPD basis.

Values from the calculation:
E_tot ... -70196.168 eV
Energy relative to the best compared isomer or geometry (same formula, charge and spin) ... 1.868 eV
Net charge ... -1
M ... 433.79 g/mol
HOMO energy ... -4.81 eV
HOMO-LUMO gap ... 5.31 eV

Each line ends with the Löwdin charge.
Element x y z (Å)
Cl 4.053 -0.678 -4.074  0.628
S 2.314 -1.658 -1.899  0.949
S 1.551 1.091 -2.615  0.695
F 1.520 -0.809 0.744  0.092
F 1.398 -2.922 0.119  0.068
F 3.371 -1.993 0.624  0.050
O -0.040 3.776 3.447  0.080
O 0.415 0.443 -3.224  -0.330
O -1.718 -4.122 -0.772  -0.037
O 1.560 5.004 2.529  0.022
O 2.300 2.074 -3.379  -0.404
O -3.069 -0.352 1.342  -0.062
N 0.727 4.051 2.504  -0.310
N -2.293 -2.040 0.007  0.114
C 1.935 2.889 -0.725  -0.074
C 3.345 -0.521 -2.497  -1.064
C 0.713 3.303 1.293  -0.142
C 1.693 3.690 0.369  0.008
C 2.145 -1.778 0.015  -0.672
C -3.694 -3.839 0.700  -0.125
C -2.453 -3.409 -0.087  -0.544
C 0.175 1.356 -0.035  -0.018
C -4.255 -2.531 1.237  -0.131
C -0.145 2.205 1.038  0.063
C 1.173 1.747 -0.941  -0.248
C -3.174 -1.515 0.909  -0.558
H 4.057 0.038 -1.865  0.056
H -4.355 -4.348 0.001  0.102
H -4.456 -2.563 2.305  0.100
H -0.995 2.015 1.701  0.133
H 2.338 4.550 0.526  0.122
H -5.132 -2.205 0.676  0.108
H 2.745 3.161 -1.394  0.110
H -0.319 0.389 -0.108  0.116
H -3.432 -4.500 1.529  0.103